C13H17IN6O2OsS | wB97M-V/def2-TZVPD

Calculated values
* Kohn-Sham gap (alpha / beta): 5.60 / 5.67 eV
* F_max: 5.1 eV Å⁻¹
* HOMO level (alpha / beta): -0.2362 / -0.2366 Ha
* relative energy (zero: lowest compared OMol25 entry of this formula, charge and spin): 322.4 kcal per mole

Geometry as ORCA input:
```
! wB97M-V def2-TZVPD RIJCOSX def2/J DEFGRID3
* xyz 0 1
Os -0.1349 0.8437 -1.1767
N -1.1511 3.7856 -4.2325
C -0.9206 2.7844 -3.2830
S 0.5834 1.9538 -3.8635
N -1.7843 2.7516 -2.3307
N -1.7608 1.8600 -1.2351
C -1.0793 2.3410 -0.0512
C -0.8681 1.5703 1.1948
C -0.8754 2.1753 2.4977
C -0.7560 1.4618 3.6189
C -0.5431 0.0436 3.5949
C -0.4717 -0.6667 2.4735
N -0.7088 0.2258 0.9603
H -0.7084 3.6548 -5.1304
H -2.1345 3.9937 -4.3280
H -0.7253 3.3659 0.0027
H -1.0828 3.2372 2.5431
H -0.8526 1.9511 4.5797
H -0.4132 -0.4641 4.5455
H -0.2539 -1.7130 2.4558
O 1.0098 0.7616 -2.7672
I 6.4432 -1.0497 -1.9561
C 4.4692 -1.1254 -1.3709
C 3.8592 -2.1116 -0.6340
N 2.5764 -1.7247 -0.4934
N 2.3164 -0.5633 -1.0910
C 3.4587 -0.1803 -1.6322
H 4.2377 -3.0241 -0.2071
H 1.8360 -2.1732 0.0178
H 3.5218 0.7417 -2.1839
C -2.5114 -1.6634 1.5387
C -1.4096 -1.8611 0.5694
C -0.8785 -3.2599 0.4920
O 0.4269 -0.6185 0.6300
H -3.2644 -2.3959 1.2092
H -2.9263 -0.6661 1.4070
H -2.3493 -1.8339 2.5978
H -1.8560 -1.5132 -0.3599
H -0.3771 -3.5811 1.4078
H -0.1980 -3.4034 -0.3468
H -1.7432 -3.9102 0.3370
*
```

Quick look at the Löwdin charges, all values in e: number 1, Os, carries 1.3258; number 2, N, carries 0.0111; number 3, C, carries -0.7024; number 4, S, carries 0.8944; number 5, N, carries -0.0250; number 6, N, carries -0.2275; number 7, C, carries -0.2342; number 8, C, carries -0.2910; number 9, C, carries -0.0609; number 10, C, carries -0.1041; number 11, C, carries -0.1062; number 12, C, carries -0.0413; number 13, N, carries -0.2303; number 14, H, carries 0.0543; number 15, H, carries 0.0907; number 16, H, carries 0.1060; number 17, H, carries 0.1117; number 18, H, carries 0.1000; number 19, H, carries 0.1085; number 20, H, carries 0.0815; number 21, O, carries -0.8687; number 22, I, carries 0.8402; number 23, C, carries -0.7771; number 24, C, carries -0.1496; number 25, N, carries -0.0110; number 26, N, carries -0.0375; number 27, C, carries -0.1976; number 28, H, carries 0.1145; number 29, H, carries 0.1235; number 30, H, carries 0.1043; number 31, C, carries -0.1114; number 32, C, carries -0.1705; number 33, C, carries -0.0706; number 34, O, carries -0.3193; number 35, H, carries 0.1103; number 36, H, carries 0.0993; number 37, H, carries 0.0865; number 38, H, carries 0.1100; number 39, H, carries 0.0884; number 40, H, carries 0.0795; number 41, H, carries 0.0956


C3H5N3OS | wB97M-V/def2-TZVPD

Calculated values
* Kohn-Sham gap (alpha / beta): 7.22 / 7.22 eV
* F_max: 4.1 eV Å⁻¹
* HOMO level (alpha / beta): -0.2857 / -0.2858 Ha
* relative energy (zero: lowest compared OMol25 entry of this formula, charge and spin): 117.2 kcal per mole

Geometry as ORCA input:
```
! wB97M-V def2-TZVPD RIJCOSX def2/J DEFGRID3
* xyz 0 1
C -1.7497 -0.3617 -0.4945
C -1.3578 0.7029 -1.2749
C -0.1518 -0.1251 1.2144
N -1.0817 -0.6545 0.5567
N 1.8861 -1.4057 1.0068
N 1.0121 -0.3602 1.5959
O 0.0828 2.6735 -2.0610
S 0.1166 1.5158 -1.1276
H -2.7798 -0.7590 -0.6923
H -2.0150 1.1766 -1.9551
H 2.8402 -1.0747 0.9671
H 1.5982 -1.5018 0.0572
H 1.5999 0.1738 2.2072
*
```

Quick look at the Löwdin charges, all values in e: number 1, C, carries -0.2778; number 2, C, carries -0.3504; number 3, C, carries -0.2227; number 4, N, carries 0.0667; number 5, N, carries 0.0713; number 6, N, carries -0.0264; number 7, O, carries -0.6105; number 8, S, carries 0.8952; number 9, H, carries 0.1271; number 10, H, carries 0.0618; number 11, H, carries 0.0720; number 12, H, carries 0.0578; number 13, H, carries 0.1361


H12O6 | wB97M-V/def2-TZVPD

Calculated values
* Kohn-Sham gap: 11.88 eV
* F_max: 0.5 eV Å⁻¹
* SMILES: O.O.O.O.O.O
* HOMO level: -0.4217 Ha
* relative energy (zero: lowest compared OMol25 entry of this formula, charge and spin): 44.2 kcal per mole

Geometry as ORCA input:
```
! wB97M-V def2-TZVPD RIJCOSX def2/J DEFGRID3
* xyz 0 1
O 10.6411 -1.8459 2.3352
H 10.7554 -2.6447 1.8058
H 9.7338 -1.9530 2.6460
O -4.7262 5.8371 -2.5081
H -3.9513 5.9751 -3.0695
H -4.6469 6.5305 -1.8447
O 1.1454 2.8732 0.2140
H 0.2487 2.9638 -0.1169
H 1.6573 2.3954 -0.4413
O -3.0853 3.5184 -0.2810
H -2.8467 3.3476 -1.2002
H -3.3620 2.6680 0.0756
O -2.5154 -2.1941 1.4061
H -2.9180 -1.8590 2.2157
H -2.7288 -3.1328 1.4556
O -1.2684 -7.8468 -0.8080
H -1.5784 -7.0023 -0.4705
H -0.5543 -7.6304 -1.4138
*
```

Quick look at the Löwdin charges, all values in e: number 1, O, carries -0.0647; number 2, H, carries 0.0322; number 3, H, carries 0.0325; number 4, O, carries -0.0641; number 5, H, carries 0.0333; number 6, H, carries 0.0346; number 7, O, carries -0.0555; number 8, H, carries 0.0208; number 9, H, carries 0.0295; number 10, O, carries -0.0628; number 11, H, carries 0.0307; number 12, H, carries 0.0334; number 13, O, carries -0.0639; number 14, H, carries 0.0336; number 15, H, carries 0.0303; number 16, O, carries -0.0587; number 17, H, carries 0.0275; number 18, H, carries 0.0313


C3H4BNO2 | wB97M-V/def2-TZVPD

Calculated values
* Kohn-Sham gap (alpha / beta): 7.09 / 7.39 eV
* F_max: 6.3 eV Å⁻¹
* HOMO level (alpha / beta): -0.3419 / -0.3527 Ha
* relative energy (zero: lowest compared OMol25 entry of this formula, charge and spin): 112.9 kcal per mole

Geometry as ORCA input:
```
! wB97M-V def2-TZVPD RIJCOSX def2/J DEFGRID3
* xyz 0 1
B 1.2870 0.6705 -0.1139
C 3.7655 -0.4292 -0.2283
C -0.2237 -0.2036 -0.4926
C 2.7041 0.1866 0.2767
N 4.8430 -0.9030 -0.3767
O -0.2183 -1.6066 -0.4959
O 1.0926 1.9992 -0.0273
H -0.8467 0.1154 0.2098
H -0.4289 0.2568 -1.4222
H 0.3246 -1.9467 -1.2387
H 0.2618 2.4624 -0.3741
*
```

Quick look at the Löwdin charges, all values in e: number 1, B, carries -0.4010; number 2, C, carries -0.2828; number 3, C, carries -0.1586; number 4, C, carries 0.2304; number 5, N, carries 0.1793; number 6, O, carries -0.0748; number 7, O, carries 0.1098; number 8, H, carries 0.0510; number 9, H, carries 0.0846; number 10, H, carries 0.1055; number 11, H, carries 0.1566


Q: What is the F_max in the first record?
A: 5.1 eV Å⁻¹


Q: Which of these has the highest F_max?
A: C3H4BNO2


Q: What is the relative energy (zero: lowest compared OMol25 entry of this formula, charge and spin) in the first record?
A: 322.4 kcal per mole


Q: What is the relative energy (zero: lowest compared OMol25 entry of this formula, charge and spin) in the second record?
A: 117.2 kcal per mole